A structure of composition C5H20FN10NiO5 at a distorted geometry. Source: the OMol25 dataset; level of theory: ωB97M-V with the def2-TZVPD basis set.

Structure (ORCA input):
```
! RIJCOSX wB97M-V def2-TZVPD def2/J DEFGRID3
* xyz 1 3
Ni 17.64386 -7.07045 13.94309
F 15.64393 -4.86017 15.92146
C 13.07655 1.34003 14.45883
O 12.50343 2.42564 14.41028
N 13.45379 0.70249 15.57361
N 13.17484 0.54626 13.39360
H 13.26614 1.01676 16.51495
H 14.00878 -0.13884 15.50846
H 12.62368 0.90802 12.62845
H 13.33709 -0.43186 13.58611
C 13.23752 -3.66603 21.20059
O 12.72037 -3.52040 22.30554
N 14.43030 -3.26594 20.90673
N 12.64045 -4.20572 20.21370
H 14.66995 -3.27007 19.92558
H 15.08451 -2.82946 21.54044
H 11.63997 -4.33920 20.25022
H 13.10544 -4.37699 19.33362
C 18.32140 -9.60710 19.25315
O 18.72892 -9.28524 18.12177
N 18.81306 -10.51365 19.94208
N 17.51113 -8.83547 19.90349
H 18.74228 -10.95568 20.84745
H 19.61443 -10.78976 19.39284
H 17.18920 -9.18645 20.79415
H 17.16051 -8.01308 19.43355
C 15.86492 -3.66971 8.39437
O 16.12538 -4.27207 9.45152
N 16.28398 -2.42093 8.19617
N 15.50336 -4.21489 7.24799
H 15.74142 -2.13740 7.39284
H 16.55154 -1.68571 8.83490
H 15.57393 -3.85764 6.30593
H 15.27761 -5.19892 7.27711
C 8.86969 -4.69432 13.26457
O 9.20623 -4.36084 12.11338
N 9.68590 -4.98799 14.26803
N 7.64438 -4.96749 13.66887
H 10.59220 -4.80287 13.86250
H 9.46565 -5.74650 14.89751
H 7.47748 -5.08504 14.65801
H 6.84819 -4.91381 13.04975
*
```

Output
**HOMO-LUMO gap (spin up / spin down)**: 4.038 / 2.778 eV
**Energy above the lowest of the compared OMol25 structures with the same formula, charge and spin**: 331.9 kcal per mole
**Expectation value of S²**: 2.006

=====

A cluster of 8 separate species, C25H48N2O23PS in total at a distorted geometry. Source: the OMol25 dataset; level of theory: ωB97M-V with the def2-TZVPD basis set.

Structure (ORCA input):
```
! RIJCOSX wB97M-V def2-TZVPD def2/J DEFGRID3
* xyz 1 1
O 2.94304 0.36372 -1.25946
P 3.57328 -0.90380 -2.07583
O 3.34610 -0.57067 -3.64383
C 5.42294 -0.65782 -1.76649
C 6.09374 0.51800 -2.12326
N 7.36474 0.80027 -1.93327
N 8.01063 -0.19185 -1.34101
C 7.51914 -1.35663 -0.98738
C 6.16512 -1.66581 -1.18211
S 5.44609 -3.18006 -0.75649
H 3.62224 0.69936 -0.65684
H 3.29807 0.39462 -3.77157
H 5.52524 1.29756 -2.60902
H 8.98984 -0.00592 -1.15260
H 8.18413 -2.07481 -0.53856
H 6.26519 -3.57848 0.23451
C 1.13027 1.76979 1.00402
O 1.14938 1.94308 2.42041
C 2.36956 2.04251 2.93612
O 3.40373 1.99460 2.31482
O 2.25577 2.19744 4.24958
C 3.49519 2.32085 4.95424
H 0.09168 1.69704 0.69644
H 1.58202 2.62636 0.50648
H 1.64070 0.85134 0.72891
H 4.04354 3.19654 4.61396
H 4.09802 1.42376 4.82836
H 3.24264 2.44012 6.00305
C 4.93268 -0.29653 -6.67244
O 4.41895 0.99127 -6.32147
C 4.31635 1.84089 -7.35190
O 4.61505 1.59978 -8.48614
O 3.82855 2.98820 -6.88960
C 3.66261 4.00022 -7.89112
H 4.96037 -0.87402 -5.75256
H 4.27968 -0.79637 -7.38424
H 5.94024 -0.21986 -7.07675
H 2.96021 3.67202 -8.65376
H 4.61934 4.25198 -8.34290
H 3.26253 4.87339 -7.38524
C -0.01442 -1.46043 3.97482
O 0.12167 -1.67305 2.56601
C -0.18020 -2.90822 2.16505
O -0.53838 -3.81062 2.86919
O -0.01061 -2.96303 0.84363
C -0.30282 -4.24024 0.26633
H 0.25898 -0.42534 4.16395
H -1.04296 -1.62004 4.29169
H 0.65694 -2.11331 4.52926
H -1.34285 -4.50972 0.43412
H 0.35625 -5.00573 0.67131
H -0.13273 -4.15933 -0.80340
C -3.85297 1.82739 7.46426
O -3.55555 2.20962 6.11635
C -2.32266 2.68030 5.93294
O -1.47635 2.79868 6.77661
O -2.19417 2.98282 4.64297
C -0.90838 3.49477 4.27879
H -4.87653 1.46338 7.46375
H -3.18946 1.03016 7.79234
H -3.77552 2.68322 8.13097
H -0.13675 2.76132 4.48169
H -0.70017 4.42460 4.80591
H -0.93788 3.69368 3.21169
C -3.87059 2.58335 -0.43618
O -3.60496 2.93922 -1.79656
C -2.37779 3.39281 -2.01928
O -1.50917 3.51926 -1.19487
O -2.27104 3.68552 -3.31348
C -0.99534 4.19464 -3.69963
H -4.89765 2.23395 -0.40240
H -3.20794 1.78260 -0.11260
H -3.76342 3.44842 0.21496
H -0.21415 3.46104 -3.50601
H -0.77697 5.12358 -3.17658
H -1.04956 4.38808 -4.76675
C -1.73142 -3.22161 -3.64116
O -2.77016 -4.00586 -4.22031
C -2.89870 -5.22238 -3.68954
O -2.22972 -5.67816 -2.79895
O -3.89223 -5.84145 -4.31458
C -4.15015 -7.16867 -3.84706
H -1.72828 -2.26603 -4.15739
H -1.92017 -3.05430 -2.58167
H -0.76372 -3.70193 -3.78104
H -4.43501 -7.15688 -2.79718
H -3.27887 -7.80334 -3.99441
H -4.97642 -7.54930 -4.43922
C -4.58866 0.23363 3.93783
O -5.87151 -0.10907 3.40335
C -6.55699 -0.96823 4.15302
O -6.18850 -1.44490 5.19367
O -7.72127 -1.20677 3.55372
C -8.56716 -2.11948 4.25698
H -4.13362 0.93716 3.24625
H -4.68912 0.70593 4.90332
H -3.95883 -0.65302 4.01126
H -8.82316 -1.72722 5.23904
H -8.08748 -3.09134 4.35355
H -9.47135 -2.22222 3.66464
*
```

Output
**HOMO-LUMO gap**: 6.586 eV

=====

A cluster of 7 separate species, C9H32N10O9 in total at a distorted geometry. Source: the OMol25 dataset; level of theory: ωB97M-V with the def2-TZVPD basis set.

Structure (ORCA input):
```
! RIJCOSX wB97M-V def2-TZVPD def2/J DEFGRID3
* xyz 0 1
C 18.44527 15.10334 -8.37075
C 19.18733 16.45498 -8.73039
O 20.48534 16.35872 -8.13799
O 19.31519 14.02023 -8.37634
H 17.48252 14.96754 -8.86347
H 18.20082 15.24251 -7.31766
H 18.70633 17.27408 -8.19576
H 19.32226 16.74804 -9.77155
H 20.60830 17.14371 -7.59921
H 20.17529 14.42862 -8.25372
C 18.38836 20.56711 -8.56501
C 17.87480 21.54467 -9.54185
O 16.89115 22.45921 -8.92911
O 17.50149 19.59808 -8.24562
H 18.58534 21.08284 -7.62515
H 19.34774 20.06932 -8.70600
H 17.25761 21.11017 -10.32823
H 18.62993 22.23692 -9.91423
H 17.29778 23.24236 -8.55109
H 16.83950 19.94221 -7.64151
C 14.70555 14.52901 -6.48235
O 14.99118 15.21326 -5.50872
N 13.83992 13.50517 -6.50851
N 15.11786 14.72445 -7.70139
H 13.38995 13.35078 -5.61756
H 13.79733 12.84204 -7.26913
H 14.89242 14.09619 -8.45941
H 15.71033 15.54216 -7.68090
C 23.13190 15.18923 -10.54608
O 23.74003 14.65595 -11.44353
N 22.03069 15.91039 -10.69155
N 23.33176 15.05780 -9.23226
H 21.74355 15.92268 -11.65979
H 21.30920 16.02431 -9.99399
H 24.08139 14.45659 -8.92132
H 22.95181 15.80626 -8.67052
C 21.00043 19.13111 -5.74180
O 20.59251 18.10562 -6.23586
N 21.52621 20.03865 -6.39662
N 21.00135 19.40333 -4.44443
H 21.55405 20.08117 -7.40534
H 21.55477 20.93888 -5.93959
H 21.66377 20.12804 -4.20760
H 20.57814 18.74635 -3.80460
C 16.17903 12.06575 -10.03809
O 15.62369 12.15977 -8.92007
N 15.93461 11.08362 -10.86211
N 17.08424 12.82485 -10.54798
H 15.20145 10.38930 -10.83947
H 16.64007 10.92910 -11.56819
H 17.47381 12.70337 -11.47186
H 17.49897 13.48716 -9.90809
C 17.08324 12.20655 -4.40461
O 17.92301 12.83899 -3.78009
N 16.87820 12.15431 -5.64852
N 16.19614 11.52698 -3.77071
H 16.03534 11.62942 -5.83344
H 17.14996 12.70300 -6.45175
H 16.27275 11.56004 -2.76416
H 15.68094 10.74875 -4.15675
*
```

Output
**HOMO-LUMO gap**: 8.837 eV
**SMILES string**: NC(N)=O.NC(N)=O.NC(N)=O.NC(N)=O.NC(N)=O.OCCO.OCCO
**Energy above the lowest of the compared OMol25 structures with the same formula, charge and spin**: 95.0 kcal per mole

=====

A structure of composition C35H41ClLaN3O2S3 at a distorted geometry. Source: the OMol25 dataset; level of theory: ωB97M-V with the def2-TZVPD basis set.

Structure (ORCA input):
```
! RIJCOSX wB97M-V def2-TZVPD def2/J DEFGRID3
* xyz 0 1
La -0.81464 0.41625 0.03323
C 0.67579 3.04032 0.92107
C -0.27260 3.00169 -0.15062
C 0.49414 2.99686 -1.36262
C 1.84489 3.02841 -1.04133
C 1.95880 3.00449 0.38472
C 3.24704 2.95437 1.15552
C 2.97631 3.21559 -2.01035
C -0.09963 3.12456 -2.74076
C -1.54835 3.82947 -0.12793
C 0.34158 3.13150 2.38559
H 3.26946 3.69827 1.95698
H 4.10522 3.16190 0.51267
H 3.42717 1.98176 1.62593
H 3.86705 2.64101 -1.74828
H 3.29143 4.26292 -2.05150
H 2.69152 2.94159 -3.02798
H -0.16650 4.16733 -3.07213
H -1.11854 2.72952 -2.78633
H 0.47753 2.59069 -3.50043
H -2.06497 3.79574 0.83101
H -2.27171 3.52350 -0.89070
H -1.31933 4.88347 -0.32402
H 1.03356 3.79110 2.91573
H 0.38146 2.17050 2.90957
H -0.65976 3.54141 2.54041
O -4.66549 0.98760 -1.81184
C -3.93990 0.72756 -0.88386
N -2.99513 -0.28606 -0.80781
C -3.35392 -1.53492 -1.25583
O -4.47282 -1.92002 -1.51735
C -2.20694 -2.52717 -1.33448
C -2.49937 -3.83126 -1.70112
C -1.46323 -4.73976 -1.79942
C -0.17322 -4.31709 -1.51806
C 0.02603 -3.00632 -1.13529
N -0.96652 -2.11525 -1.04768
C -4.00027 1.58822 0.37454
C -5.03650 2.49336 0.51042
C -5.13456 3.18933 1.70344
C -4.18685 2.97452 2.69527
C -3.15163 2.09339 2.44633
N -3.05790 1.40637 1.30566
H -3.53027 -4.08888 -1.89367
H -1.65890 -5.76631 -2.08263
H 0.67129 -4.99159 -1.57268
H 1.01562 -2.64982 -0.87827
H -5.73738 2.60919 -0.30335
H -5.94333 3.89057 1.86596
H -4.23339 3.49029 3.64450
H -2.36798 1.93088 3.17696
C 5.08232 -3.34593 -0.96747
C 4.98819 -2.00779 -0.24064
S 3.31968 -1.32911 -0.12052
C 3.37620 0.10782 -1.20421
C 3.30500 -0.11113 -2.71462
S 1.79210 -0.95656 -3.23967
C 2.39790 -2.51949 -3.90954
C 3.03321 -3.52839 -2.94964
S 4.82659 -3.29576 -2.75260
H 4.40373 -4.07711 -0.52366
H 6.08898 -3.74835 -0.83441
H 5.62508 -1.26506 -0.72401
H 5.35551 -2.12760 0.78068
H 4.26688 0.68044 -0.93843
H 2.53500 0.74653 -0.91670
H 4.15935 -0.68718 -3.06478
H 3.32755 0.86085 -3.20344
H 3.06433 -2.30491 -4.74668
H 1.50070 -2.96629 -4.34467
H 2.86690 -4.53446 -3.33681
H 2.57535 -3.45943 -1.96724
Cl -3.76409 -5.44123 1.70688
C -2.69732 -4.08006 1.95793
C -1.32584 -4.25638 1.84800
C -0.48507 -3.16890 1.99324
C -0.96566 -1.87588 2.24963
C -0.08089 -0.69107 2.20043
C -2.35228 -1.75550 2.40959
C -3.21614 -2.83553 2.25461
H -0.92645 -5.24078 1.63780
H 0.58599 -3.31216 1.88271
H 0.97809 -0.94691 2.28265
H -0.32454 0.03074 2.99019
H -2.77648 -0.78235 2.62899
H -4.28682 -2.70630 2.34827
*
```

Output
**HOMO-LUMO gap**: 6.958 eV
**Energy above the lowest of the compared OMol25 structures with the same formula, charge and spin**: 31.9 kcal per mole